(1)
Density functional theory data (ωB97M-V with the def2-TZVPD basis set) for a structure of composition C24H21Br4FNO2Ru at a distorted geometry.

Output
2S+1 ... 5
HOMO-LUMO gap (spin up / spin down) ... 7.3 / 5.7 eV
Expectation value of S² ... 6.0505
Total charge ... +1
Relative energy (zero: lowest compared OMol25 entry of this formula, charge and spin) ... 0.00 kcal per mole
E_HOMO (spin up / spin down) ... -10.9 / -11.3 eV
LUMO energy (spin up / spin down) ... -3.61 / -5.54 eV

Each line ends with the Mulliken charge.
Geometry (Å):
Ru: 1.17540 0.16053 -1.30845  0.543
Br: 1.98694 -4.25320 -6.72864  -0.087
C: 1.42130 -3.27123 -5.22140  0.090
C: 0.14806 -3.67617 -4.64141  0.155
Br: -0.86751 -4.85665 -5.61894  -0.096
C: -0.25334 -3.16680 -3.44791  -0.226
Br: -1.93713 -3.49994 -2.75104  -0.072
C: 0.48449 -2.09748 -2.83963  0.491
O: 0.04460 -1.44833 -1.83457  -0.582
C: 1.74790 -1.60219 -3.47684  0.945
O: 2.32244 -0.63344 -2.90429  -0.812
C: 2.22468 -2.29370 -4.59313  -0.280
Br: 3.81518 -1.77050 -5.38643  -0.082
C: 3.85059 0.52847 1.11197  -1.149
C: 2.72290 1.50789 1.39541  -0.061
C: 2.40625 2.26106 0.02446  -1.575
C: 1.54248 0.75891 2.08320  0.934
C: 1.78975 0.40745 3.38838  -0.570
C: 0.81010 -0.30337 4.07703  -1.199
C: -0.34644 -0.70390 3.44805  -0.263
C: -0.66889 -0.40154 2.14490  0.774
C: -1.91601 -0.81906 1.46310  0.852
C: -1.98419 -2.33638 1.24933  -1.576
C: -3.20471 -0.37229 2.20343  -1.603
C: 0.29746 0.40744 1.44717  -0.354
N: 0.01774 0.85917 0.13748  0.858
C: -1.00969 1.78787 0.00935  -0.427
C: -1.47002 2.52198 1.12672  -0.135
C: -2.48298 3.44520 1.00511  -0.961
C: -3.01454 3.59976 -0.26201  -0.387
C: -2.58229 2.83852 -1.37061  -0.655
C: -1.62375 1.96861 -1.20742  0.316
F: -1.21933 1.17607 -2.25515  -0.205
H: 4.76028 0.97691 0.78455  0.413
H: 3.48102 -0.06480 0.25746  0.186
H: 4.02986 -0.15494 1.93226  0.403
H: 3.09850 2.23520 2.04621  0.704
H: 2.42818 1.55932 -0.88970  0.482
H: 3.18614 3.00681 -0.12277  0.431
H: 1.53553 2.88642 0.01955  0.424
H: 2.73124 0.69421 3.91842  0.461
H: 0.83526 -0.60241 5.10227  0.439
H: -1.06913 -1.33878 4.06034  0.287
H: -1.89574 -0.44572 0.44868  -0.119
H: -2.24503 -2.83243 2.20605  0.359
H: -1.04211 -2.77946 0.87078  0.291
H: -2.74006 -2.57422 0.51642  0.456
H: -3.16856 -0.70909 3.21111  0.358
H: -4.04144 -0.84256 1.73882  0.492
H: -3.19637 0.69088 2.29065  0.368
H: -1.05852 2.22944 2.06397  0.686
H: -2.99926 3.93813 1.84011  0.431
H: -3.78737 4.39545 -0.43586  0.345
H: -3.06981 3.00890 -2.32654  0.501

(2)
Density functional theory data (ωB97M-V with the def2-TZVPD basis set) for a structure of composition C24H21ClCuGeN2O2Se2.

Output
2S+1 ... 2
HOMO-LUMO gap (spin up / spin down) ... 7.8 / 5.8 eV
Expectation value of S² ... 0.7528
Total charge ... +2
Relative energy (zero: lowest compared OMol25 entry of this formula, charge and spin) ... 0.00 kcal per mole
E_HOMO (spin up / spin down) ... -14.1 / -14.1 eV
LUMO energy (spin up / spin down) ... -6.33 / -8.28 eV

Each line ends with the Mulliken charge.
Geometry (Å):
Cu: -1.07934 0.30711 1.91276  -0.915
Se: -1.67245 -3.03622 2.91440  0.086
Se: -3.12306 -1.71987 1.67923  -0.043
C: -3.46107 -0.40900 3.05866  0.604
C: -4.66184 -0.32647 3.73124  -0.728
C: -4.80351 0.65966 4.70247  -0.172
C: -3.74639 1.51384 4.96961  -0.734
C: -2.57415 1.37505 4.24676  -0.209
N: -2.44719 0.43279 3.31056  0.455
C: 0.06871 -2.32942 2.52336  0.607
C: 1.11375 -3.23290 2.66796  -0.678
C: 2.41550 -2.78761 2.52763  -0.416
C: 2.64903 -1.45520 2.21190  -0.816
C: 1.56613 -0.62276 2.05543  0.049
N: 0.29535 -1.04511 2.21905  0.331
H: -5.45958 -1.02160 3.51229  0.474
H: -5.73232 0.75141 5.24901  0.425
H: -3.82172 2.28446 5.72267  0.445
H: -1.72361 2.02271 4.41020  0.434
H: 0.90337 -4.27113 2.88529  0.431
H: 3.24000 -3.47647 2.65165  0.439
H: 3.64807 -1.06584 2.08522  0.524
H: 1.70191 0.41879 1.78662  0.465
Ge: 0.72952 -0.14074 -1.64579  0.023
C: 2.26631 0.99648 -1.43946  0.844
C: 2.37048 2.35786 -1.72790  -0.031
C: 3.57071 3.02342 -1.53388  -0.740
C: 4.68574 2.33966 -1.07005  -0.486
C: 4.60072 0.98475 -0.79117  -0.761
C: 3.39538 0.31972 -0.96289  -0.333
C: -0.01724 -0.79843 -3.28431  0.747
C: 0.89258 -1.61718 -3.95864  -0.681
C: 0.53349 -2.22754 -5.15004  -0.698
C: -0.74185 -2.04388 -5.66161  -0.496
C: -1.65675 -1.25233 -4.98326  -0.697
C: -1.29758 -0.62584 -3.79968  0.010
H: 0.97658 -1.33650 -0.71009  -0.102
H: 1.52985 2.90654 -2.12297  0.213
H: 3.64142 4.07828 -1.76125  0.425
H: 5.62223 2.86208 -0.93369  0.422
H: 5.47254 0.44623 -0.44497  0.424
H: 3.34295 -0.74013 -0.73603  0.484
H: 1.89321 -1.78122 -3.56966  0.363
H: 1.24718 -2.84680 -5.67521  0.403
H: -1.02492 -2.52341 -6.58856  0.406
H: -2.65336 -1.11854 -5.38035  0.409
H: -2.02606 -0.01250 -3.29053  0.298
Cl: -0.95101 2.57110 -2.78978  -0.064
C: -1.70357 2.73004 -1.20911  -0.423
C: -1.33798 1.66374 -0.22097  1.355
O: -1.81979 1.78826 0.92995  -0.485
O: -0.61163 0.63304 -0.42758  -0.687
H: -2.78829 2.70633 -1.32385  0.390
H: -1.43646 3.69128 -0.77062  0.406

(3)
Density functional theory data (ωB97M-V with the def2-TZVPD basis set) for a structure of composition C24H21F3N2SiV at a distorted geometry.

Output
2S+1 ... 4
HOMO-LUMO gap (spin up / spin down) ... 6.3 / 8.0 eV
Expectation value of S² ... 3.7818
Total charge ... 0
E_HOMO (spin up / spin down) ... -6.2 / -8.8 eV
LUMO energy (spin up / spin down) ... 0.06 / -0.82 eV

Each line ends with the Mulliken charge.
Geometry (Å):
V: 0.40018 0.37226 0.31279  0.393
C: -1.30546 -2.25276 3.11603  -0.713
C: -1.19287 -3.48476 2.42974  -0.410
C: -0.64963 -3.52065 1.17834  -0.819
C: -0.20211 -2.33463 0.57940  0.585
N: -0.31765 -1.13996 1.25011  0.199
C: -0.86860 -1.12355 2.50151  -0.325
C: 0.40832 -2.21608 -0.71258  0.665
C: 0.64658 -3.26092 -1.61643  -0.737
C: 1.24761 -2.99967 -2.81382  -0.434
C: 1.62722 -1.67397 -3.13930  -0.676
C: 1.38056 -0.68692 -2.24285  -0.439
N: 0.78049 -0.92878 -1.03481  0.195
H: -1.73113 -2.19689 4.10761  0.398
H: -1.53608 -4.39997 2.89545  0.423
H: -0.55748 -4.45782 0.64561  0.341
H: -0.93247 -0.15593 2.97668  0.458
H: 0.35171 -4.26947 -1.35846  0.359
H: 1.43311 -3.80563 -3.51227  0.424
H: 2.10481 -1.44019 -4.08026  0.399
H: 1.64906 0.34060 -2.43921  0.504
F: -7.73034 4.08256 -2.95444  -0.283
C: -7.08736 3.03885 -3.48830  0.837
F: -6.89163 3.31988 -4.78451  -0.254
F: -7.92844 1.99494 -3.45162  -0.254
C: -5.79615 2.73113 -2.78065  0.373
C: -5.36589 3.49619 -1.71060  -0.498
C: -4.16943 3.18719 -1.07668  -0.521
C: -3.39571 2.11228 -1.51137  0.205
C: -3.84205 1.34981 -2.59524  -0.764
C: -5.03401 1.65753 -3.22447  -0.665
C: -2.15470 1.78554 -0.85069  -0.305
C: -1.10857 1.52807 -0.27798  0.015
H: -5.96203 4.33148 -1.36967  0.448
H: -3.82516 3.77889 -0.23844  0.456
H: -3.24172 0.51575 -2.93453  0.461
H: -5.37632 1.06343 -4.06354  0.373
C: 4.67265 -0.40671 4.10759  -0.932
Si: 4.88768 0.41507 2.46621  -0.111
C: 5.89137 -0.66121 1.34747  -0.927
C: 5.67715 2.07155 2.65989  -0.942
C: 3.23723 0.63375 1.71062  -0.488
C: 2.12978 0.77244 1.20257  0.301
H: 5.63572 -0.53330 4.61312  0.294
H: 4.22245 -1.39484 3.96979  0.295
H: 4.01488 0.17731 4.75792  0.308
H: 6.90177 -0.80527 1.74417  0.291
H: 5.97132 -0.22273 0.34846  0.306
H: 5.41576 -1.64208 1.24949  0.292
H: 6.66837 1.98376 3.11688  0.301
H: 5.06059 2.71903 3.29083  0.300
H: 5.78664 2.55538 1.68447  0.298

(4)
Density functional theory data (ωB97M-V with the def2-TZVPD basis set) for a structure of composition C24H21F3N4O3PdS2.

Output
HOMO-LUMO gap ... 8.2 eV
Total charge ... 0
Relative energy (zero: lowest compared OMol25 entry of this formula, charge and spin) ... 0.00 kcal per mole
E_HOMO ... -7.9 eV
LUMO energy ... 0.33 eV

Each line ends with the Mulliken charge.
Geometry (Å):
Pd: -0.95382 -0.49154 0.58714  0.163
F: -4.20573 -4.13511 3.53598  -0.249
C: -2.86545 -4.27357 3.44980  0.714
F: -2.60448 -4.93383 2.32030  -0.224
F: -2.49607 -5.06684 4.47736  -0.274
C: -2.17635 -2.94074 3.52584  -0.288
C: -1.92582 -2.38515 4.76905  -0.227
C: -1.31990 -1.14234 4.88335  -0.997
C: -0.98952 -0.47226 3.72163  -0.105
N: -1.25157 -0.99401 2.53264  -0.097
C: -1.81768 -2.21110 2.38813  0.923
S: -1.92758 -2.54147 0.69294  -0.517
H: -2.19822 -2.94227 5.65615  0.456
H: -1.11073 -0.70815 5.84947  0.400
H: -0.51764 0.50202 3.72177  0.455
O: 1.28625 -0.98725 -1.87753  -0.601
C: 0.18625 -0.62898 -2.22892  -0.221
N: -0.87957 -0.28869 -1.40979  0.417
C: -1.95801 0.12510 -2.15689  -0.136
O: -3.02070 0.53156 -1.72626  -0.560
C: -1.57248 0.02330 -3.60542  0.402
C: -2.27986 0.30612 -4.75227  -0.416
C: -1.63140 0.11044 -5.97062  -0.446
C: -0.31798 -0.34794 -6.01605  -0.462
C: 0.38623 -0.62502 -4.84480  -0.359
C: -0.26999 -0.43238 -3.65007  0.270
H: -3.30089 0.66233 -4.70119  0.486
H: -2.15281 0.31482 -6.89695  0.396
H: 0.15953 -0.49195 -6.97675  0.391
H: 1.40800 -0.98189 -4.86598  0.502
C: -4.13782 2.86277 -0.05880  -0.921
N: -2.74567 3.29892 0.05103  0.130
C: -2.45393 4.72355 0.04442  -0.917
C: -1.83378 2.43059 0.41942  0.361
N: -1.03016 1.66453 0.74450  -0.344
H: -4.54776 3.21944 -1.00343  0.329
H: -4.72560 3.26066 0.77141  0.317
H: -4.16885 1.77796 -0.07264  0.274
H: -2.83573 5.16478 -0.87643  0.302
H: -1.37888 4.87833 0.08766  0.325
H: -2.92163 5.22088 0.89763  0.322
C: 2.76886 1.33046 2.09478  -1.057
S: 2.30515 0.31830 0.67691  0.838
O: 1.66529 -0.90481 1.25273  -0.574
C: 3.97263 -0.14426 0.21614  0.230
C: 4.77417 0.75991 -0.46664  -0.475
C: 6.05641 0.38350 -0.83413  -0.606
C: 6.51766 -0.89273 -0.53353  -0.398
C: 5.69663 -1.79462 0.12833  -0.554
C: 4.41213 -1.42341 0.50406  -0.411
H: 3.22699 0.69040 2.84783  0.325
H: 1.84970 1.77723 2.47281  0.283
H: 3.45929 2.10968 1.77431  0.447
H: 4.39618 1.74430 -0.72051  0.390
H: 6.69126 1.08002 -1.36621  0.372
H: 7.51628 -1.18750 -0.82925  0.380
H: 6.05275 -2.79327 0.34543  0.386
H: 3.73648 -2.10883 1.00012  0.449